[1]
Below is an isolated molecule of C6H12P2S2 in a non-equilibrium geometry, with properties calculated with the ωB97M-V functional and the def2-TZVPD basis.

XYZ file:
```
22
Properties=species:S:1:pos:R:3
C -1.00 0.54 1.73
C 1.22 -0.86 -2.01
C -1.96 1.26 0.82
C -1.25 -0.95 1.50
C 1.32 0.63 -2.26
C 0.90 -1.26 -0.63
P -1.52 0.95 -1.00
P -0.92 -1.15 -0.31
S -3.06 0.95 -2.16
S -1.75 -2.78 -0.98
H 0.06 0.83 1.76
H -1.47 0.75 2.73
H 0.58 -1.24 -2.71
H 2.20 -1.22 -2.27
H -3.00 0.80 1.17
H -2.07 2.40 0.88
H -0.69 -1.55 2.16
H -2.19 -1.40 1.65
H 1.41 1.31 -1.39
H 0.77 1.01 -3.07
H 1.17 -2.34 -0.61
H 1.36 -0.68 0.20
```

The value obtained for the LUMO energy (alpha / beta) is -2.294 / -0.088 eV. As for the spin multiplicity: 1.

natural (NBO) atomic charge list, values in e, 2 entries:
1 C -0.45
2 C -0.50

[2]
Below is an isolated molecule of C6H12Si in a non-equilibrium geometry, with properties calculated with the ωB97M-V functional and the def2-TZVPD basis.

XYZ file:
```
19
Properties=species:S:1:pos:R:3
C -0.15 -0.42 0.48
C 0.76 0.45 0.81
C -0.43 -1.88 0.10
C 0.38 1.95 0.78
C 2.22 0.21 1.20
C -1.65 -0.30 -2.25
Si -1.79 -0.66 -0.42
H 0.34 -2.25 -0.58
H -0.40 -2.71 0.83
H 0.42 2.24 1.89
H 0.93 2.51 0.00
H -0.69 1.96 0.50
H 2.53 -0.91 0.92
H 2.91 0.86 0.68
H 2.47 0.28 2.23
H -2.71 -0.23 -2.58
H -1.02 0.67 -2.32
H -1.08 -1.16 -2.68
H -3.04 -0.62 0.40
```

The value obtained for the LUMO energy is 0.940 eV. As for the spin multiplicity: 1. As for the SMILES: CC(C)=C1C[Si@@H]1C.

natural (NBO) atomic charge list, values in e, 2 entries:
1 C -0.38
2 C 0.04

[3]
Below is a structure of composition C6H13BBrO2Yb in a non-equilibrium geometry, with properties calculated with the ωB97M-V functional and the def2-TZVPD basis.

XYZ file:
```
24
Properties=species:S:1:pos:R:3
C 1.18 -1.69 1.11
B 1.40 -1.03 -0.31
O 1.19 -1.69 -1.46
C 1.98 0.43 -0.34
Br 2.52 0.88 -2.29
C 0.93 1.41 0.13
C -0.44 1.37 -0.59
C -1.64 1.26 0.36
C -2.54 0.04 0.15
O -1.76 -1.09 -0.27
H 1.90 -2.49 1.30
H 0.19 -2.13 1.17
H 1.28 -0.96 1.91
H 0.69 -2.52 -1.36
H 0.77 1.19 1.18
H 1.34 2.42 0.10
H -0.45 0.57 -1.33
H -0.54 2.30 -1.14
H -2.27 2.13 0.21
H -1.32 1.28 1.40
H -3.04 -0.20 1.09
H -3.31 0.26 -0.59
H -2.26 -1.88 -0.07
Yb 4.21 0.12 -0.35
```

The value obtained for the LUMO energy is -5.003 eV. As for the spin multiplicity: 1. The charge is +1.

Mulliken atomic charge list, values in e, 2 entries:
1 C -0.97
2 B 0.98

[4]
Below is a cluster of 2 separate species, C6H13BF5N5 in total in a non-equilibrium geometry, with properties calculated with the ωB97M-V functional and the def2-TZVPD basis.

XYZ file:
```
30
Properties=species:S:1:pos:R:3
N -0.90 -2.30 -2.13
C 0.09 -3.04 -1.32
C 0.25 -2.55 0.13
C -1.07 -2.29 0.87
C -1.56 -0.83 0.90
N -1.24 -0.03 -0.27
C -0.14 0.69 -0.37
N 0.78 0.82 0.58
C 1.68 1.60 0.04
F 2.78 1.99 0.58
N 1.36 1.99 -1.18
N 0.16 1.41 -1.48
H -0.46 -1.74 -2.83
H -1.49 -2.96 -2.62
H 1.07 -2.98 -1.81
H -0.20 -4.09 -1.29
H 0.94 -1.72 0.17
H 0.74 -3.37 0.66
H -0.90 -2.56 1.90
H -1.84 -2.95 0.47
H -2.65 -0.87 0.95
H -1.25 -0.31 1.79
H -1.86 -0.04 -1.06
H 1.89 2.59 -1.79
H -0.35 1.50 -2.34
B 0.84 4.41 2.30
F 0.42 5.29 3.30
F -0.26 4.05 1.48
F 1.82 5.02 1.50
F 1.38 3.24 2.87
```

The value obtained for the LUMO energy is -0.623 eV. As for the spin multiplicity: 1.

natural (NBO) atomic charge list, values in e, 2 entries:
1 N -0.87
2 C -0.22

[5]
Below is an isolated molecule of C6H13BO in a non-equilibrium geometry, with properties calculated with the ωB97M-V functional and the def2-TZVPD basis.

XYZ file:
```
21
Properties=species:S:1:pos:R:3
B -1.36 -0.10 0.02
C -2.70 -0.59 0.44
C -1.54 -0.49 -1.57
C -1.80 1.51 0.34
C 2.46 -0.49 0.31
C -0.07 -0.74 0.67
C 1.14 0.16 0.71
O -3.82 -0.82 0.39
H -0.64 -0.91 -1.83
H -1.73 0.47 -2.10
H -2.33 -1.17 -1.93
H -2.78 1.66 0.92
H -2.07 1.88 -0.67
H -0.98 2.17 0.71
H 2.20 -1.42 -0.32
H 3.06 -0.81 1.28
H 3.09 0.10 -0.35
H 0.17 -1.61 0.05
H -0.23 -1.24 1.65
H 0.98 0.91 -0.08
H 1.21 0.51 1.77
```

The value obtained for the LUMO energy is 0.418 eV. As for the spin multiplicity: 1.

natural (NBO) atomic charge list, values in e, 2 entries:
1 B 0.04
2 C 0.81

[6]
Below is an isolated molecule of C6H13BO2 in a non-equilibrium geometry, with properties calculated with the ωB97M-V functional and the def2-TZVPD basis.

XYZ file:
```
22
Properties=species:S:1:pos:R:3
B -0.17 -1.84 -0.40
C 0.69 0.25 0.35
C -0.31 1.17 -0.16
C 0.36 -3.13 -1.24
C 1.07 0.00 1.81
C -1.12 1.96 0.79
C -0.54 1.37 -1.60
O 0.88 -0.88 -0.47
O -1.32 -1.80 0.15
H 1.47 0.77 -0.17
H 0.22 -3.86 -0.44
H 1.48 -2.96 -1.44
H -0.28 -3.43 -2.04
H 1.23 0.90 2.29
H 1.96 -0.51 1.76
H 0.28 -0.59 2.36
H -1.29 1.36 1.62
H -2.07 2.45 0.41
H -0.65 2.86 1.13
H -0.98 0.59 -2.11
H 0.44 1.36 -2.12
H -1.01 2.34 -1.73
```

The value obtained for the LUMO energy (alpha / beta) is 0.768 / -2.736 eV. As for the spin multiplicity: 3. Its expectation value of S² is 2.010.

natural (NBO) atomic charge list, values in e, 2 entries:
1 B 0.98
2 C 0.02

[7]
Below is a structure of composition C6H13Br6NO in a non-equilibrium geometry, with properties calculated with the ωB97M-V functional and the def2-TZVPD basis.

XYZ file:
```
27
Properties=species:S:1:pos:R:3
C 0.68 1.08 -4.59
Br 1.14 -0.45 -5.69
Br 0.84 0.79 -2.64
Br -1.18 1.60 -4.87
H 1.35 1.89 -4.88
C 3.46 5.26 -5.37
Br 1.93 6.26 -4.52
Br 3.70 3.49 -4.47
Br 5.18 6.29 -5.27
H 3.20 5.11 -6.42
C -1.65 -2.35 5.05
C -1.94 -2.41 3.51
C -1.03 -1.36 2.77
O -1.30 -1.36 1.38
C -0.49 -0.51 0.49
N -1.73 -3.75 3.13
H -2.28 -3.04 5.62
H -2.05 -1.41 5.43
H -0.58 -2.46 5.18
H -2.97 -2.14 3.30
H 0.00 -1.69 2.92
H -0.98 -0.37 3.22
H 0.56 -0.52 0.78
H -0.74 0.53 0.70
H -0.74 -0.63 -0.56
H -1.46 -3.78 2.16
H -0.92 -4.06 3.65
```

The value obtained for the LUMO energy (alpha / beta) is 2.069 / 2.068 eV. As for the spin multiplicity: 2. The charge is -1. Its expectation value of S² is 0.755.

natural (NBO) atomic charge list, values in e, 2 entries:
1 C -0.46
2 Br 0.07

[8]
Below is a cluster of 2 separate species, C6H13BrF3O6PS2 in total in a non-equilibrium geometry, with properties calculated with the ωB97M-V functional and the def2-TZVPD basis.

XYZ file:
```
32
Properties=species:S:1:pos:R:3
C 3.83 0.58 -0.22
C 2.64 1.50 0.06
C 1.54 1.31 -1.01
C 1.50 2.47 -2.03
S -0.16 1.13 -0.35
C -0.14 0.95 1.48
O 0.11 2.15 2.14
O -0.89 3.09 1.72
P -1.09 -0.98 -0.68
O -2.01 -0.63 -1.94
Br 0.57 -2.03 -1.69
H 4.69 0.90 0.36
H 3.60 -0.44 0.08
H 4.11 0.60 -1.27
H 2.29 1.32 1.07
H 2.97 2.54 0.03
H 1.75 0.40 -1.56
H 2.48 2.94 -2.08
H 1.22 2.11 -3.02
H 0.77 3.23 -1.75
H 0.66 0.28 1.78
H -1.11 0.53 1.73
H -0.33 3.80 1.36
H -2.52 0.19 -1.86
C -2.72 -4.05 0.71
F -3.09 -5.32 0.63
F -1.62 -4.00 1.49
F -2.31 -3.67 -0.53
S -4.03 -2.89 1.28
O -4.34 -3.35 2.61
O -5.05 -3.05 0.27
O -3.30 -1.63 1.22
```

The value obtained for the LUMO energy is -1.155 eV. As for the spin multiplicity: 1.

natural (NBO) atomic charge list, values in e, 2 entries:
1 C -0.60
2 C -0.41